The following is a DFT calculation (the ωB97M-V functional and the def2-TZVPD basis) of the ion C4H11N2 with charge +1.

The calculation puts the total energy at -268.2646 Eh. The highest occupied orbital energy is -15.129 eV. Its structure (SMILES) is CCCNC=[NH2+]. The charge is +1.

Geometry (Å):
N1 0.0786 0.4242 0.8447
N2 0.5124 2.5841 1.4179
C1 -0.4982 -0.9218 -1.1860
C2 -0.8154 -0.5766 0.2346
C3 0.7713 -1.7520 -1.4205
C4 -0.2843 1.5287 1.4568
H1 -0.9638 -1.4207 0.9176
H2 0.6587 -2.6510 -2.0242
H3 0.2223 3.3728 1.9813
H4 1.3148 2.5835 0.8290
H5 -0.4325 -0.0011 -1.7867
H6 -1.3283 -1.4155 -1.6939
H7 1.0321 0.1332 0.6255
H8 1.2533 -2.0085 -0.4704
H9 -1.8529 -0.2202 0.1868
H10 1.4987 -1.1853 -1.9987
H11 -1.1667 1.5259 2.0861